# 1
86
Properties=species:S:1:pos:R:3 method="wB97M-V/def2-TZVPD" s2=0.7627 charge=+1 gap_ev="6.68 / 6.10" spin_multiplicity=2 relative_energy_kj_mol=0.0
Ru -0.583 0.500 0.468
S 0.474 0.694 7.687
C 1.344 2.085 8.153
C 1.752 2.813 7.078
C 1.346 2.234 5.851
C 0.638 1.073 6.015
C 0.066 0.211 4.978
C 0.029 0.657 3.640
N -0.461 -0.055 2.649
C -0.960 -1.288 2.911
C -0.992 -1.816 4.204
C -1.562 -3.119 4.412
C -2.069 -3.827 3.382
C -2.047 -3.306 2.043
C -2.582 -3.998 0.946
C -2.553 -3.436 -0.314
C -1.943 -2.174 -0.439
N -1.417 -1.510 0.571
C -1.478 -2.050 1.815
C -3.112 -4.079 -1.505
C -3.203 -3.567 -2.773
C -3.812 -4.462 -3.687
C -4.172 -5.636 -3.100
S -3.775 -5.667 -1.442
C -0.460 -1.036 5.241
H 1.509 2.292 9.198
H 2.319 3.727 7.158
H 1.584 2.665 4.889
H 0.395 1.641 3.374
H -1.582 -3.518 5.418
H -2.507 -4.804 3.547
H -3.030 -4.971 1.108
H -1.888 -1.680 -1.398
H -2.864 -2.580 -3.059
H -3.976 -4.240 -4.730
H -4.649 -6.488 -3.556
H -0.465 -1.432 6.250
C -3.008 0.823 -6.316
C -1.681 0.606 -5.966
C -1.291 0.618 -4.637
C -2.228 0.849 -3.625
C -3.558 1.071 -3.993
C -3.947 1.057 -5.323
C -1.913 0.860 -2.185
C -0.770 0.586 -1.547
C 0.533 0.199 -2.137
C 0.842 -1.144 -2.381
C 2.106 -1.526 -2.808
C 3.098 -0.573 -3.002
C 2.804 0.766 -2.779
C 1.537 1.148 -2.355
H -3.305 0.814 -7.356
H -0.942 0.429 -6.737
H -0.253 0.452 -4.394
H -4.294 1.260 -3.220
H -4.983 1.232 -5.583
H -2.774 1.114 -1.566
H 0.079 -1.902 -2.244
H 2.314 -2.572 -2.995
H 4.084 -0.869 -3.332
H 3.562 1.521 -2.942
H 1.315 2.194 -2.183
O 1.522 0.069 0.584
H 1.955 0.323 -0.252
H 1.773 -0.848 0.750
C -4.937 5.901 -1.308
C -3.744 5.125 -0.824
C -3.891 3.912 -0.166
C -2.790 3.195 0.289
C -3.032 1.921 1.045
C -1.509 3.702 0.079
Se 0.050 2.762 0.683
C -1.330 4.924 -0.581
C 0.035 5.503 -0.830
C -2.456 5.608 -1.021
H -5.856 5.327 -1.195
H -4.829 6.168 -2.359
H -5.049 6.829 -0.745
H -4.886 3.512 -0.002
H -4.051 1.559 0.913
H -2.821 2.019 2.111
H -2.407 1.084 0.679
H 0.681 4.792 -1.348
H 0.531 5.764 0.107
H -0.037 6.403 -1.437
H -2.320 6.547 -1.546


# 2
93
Properties=species:S:1:pos:R:3 method="wB97M-V/def2-TZVPD" gap_ev=6.17 relative_energy_kj_mol=22.5
Tl 0.133 0.148 -0.770
C 0.360 3.696 -0.441
C 0.442 2.747 0.712
N -0.577 1.990 0.950
N -0.612 1.394 2.193
C -0.810 0.146 2.360
S -0.891 -1.158 1.196
S -0.992 -0.441 4.030
C -0.024 0.799 4.955
C -0.820 1.966 5.473
C -1.539 1.851 6.659
C -2.258 2.927 7.164
C -2.261 4.140 6.487
C -1.544 4.264 5.302
C -0.830 3.184 4.799
C 1.679 2.640 1.487
C 2.283 3.750 2.086
C 3.421 3.624 2.859
C 3.985 2.351 3.004
C 3.439 1.248 2.379
C 2.260 1.339 1.592
O 1.786 0.290 0.998
H -0.652 3.740 -0.836
H 0.669 4.690 -0.107
H 1.046 3.399 -1.241
H 0.394 0.225 5.781
H 0.783 1.117 4.297
H -1.537 0.905 7.195
H -2.813 2.820 8.090
H -2.814 4.984 6.883
H -1.540 5.207 4.768
H -0.273 3.275 3.873
H 1.814 4.725 1.977
H 3.857 4.486 3.348
H 4.871 2.228 3.618
H 3.885 0.266 2.492
Se -6.476 -4.887 -2.689
N -6.321 -3.538 -1.547
C -5.125 -3.055 -1.716
C -4.605 -1.902 -0.979
C -5.349 -1.259 0.010
C -4.821 -0.154 0.633
C -3.565 0.293 0.231
N -2.847 -0.320 -0.696
C -3.334 -1.413 -1.288
C -2.453 -2.124 -2.259
N -1.181 -1.704 -2.415
C -0.393 -2.348 -3.265
C -0.807 -3.446 -4.013
C -2.092 -3.900 -3.845
C -2.934 -3.241 -2.954
C -4.302 -3.705 -2.714
N -4.837 -4.709 -3.348
H -6.324 -1.653 0.269
H -5.354 0.362 1.422
H -3.107 1.172 0.681
H 0.619 -1.969 -3.353
H -0.122 -3.928 -4.699
H -2.473 -4.759 -4.386
C 4.831 0.370 -2.066
C 4.728 0.768 -3.392
C 3.493 1.138 -3.899
C 2.381 1.109 -3.059
N 2.492 0.705 -1.800
C 3.675 0.341 -1.306
C 1.009 1.530 -3.478
C 0.825 2.199 -4.690
C -0.432 2.616 -5.091
C -1.527 2.377 -4.274
C -1.353 1.720 -3.062
C -0.095 1.292 -2.654
H 5.780 0.085 -1.632
H 5.602 0.794 -4.030
H 3.401 1.430 -4.936
H 3.671 0.026 -0.266
H 1.674 2.421 -5.326
H -0.553 3.135 -6.035
H -2.518 2.701 -4.575
H -2.210 1.543 -2.429
O 1.573 -1.964 -0.983
S 1.948 -2.767 0.265
C 3.348 -3.797 -0.327
C 2.881 -5.252 -0.410
C 1.396 -5.183 -0.753
C 0.823 -4.194 0.252
H 4.203 -3.643 0.332
H 3.563 -3.373 -1.309
H 3.005 -5.739 0.561
H 3.460 -5.819 -1.140
H 0.906 -6.155 -0.698
H 1.261 -4.790 -1.764
H 0.811 -4.595 1.271
H -0.169 -3.804 0.012


# 3
96
Properties=species:S:1:pos:R:3 method="wB97M-V/def2-TZVPD" charge=+2 gap_ev="4.71 / 4.71" relative_energy_kj_mol=0.0
W -0.465 0.758 -0.786
Se -1.388 0.129 -3.192
Se -2.394 2.794 -1.986
C -0.749 3.609 -1.696
C -0.581 4.994 -1.638
C 0.654 5.515 -1.335
C 1.722 4.630 -1.152
C 1.491 3.287 -1.241
N 0.260 2.759 -1.485
C -1.567 -1.578 -2.422
C -2.379 -2.575 -2.935
C -2.424 -3.778 -2.253
C -1.650 -3.937 -1.109
C -0.874 -2.882 -0.677
N -0.832 -1.716 -1.322
H -1.443 5.624 -1.811
H 0.795 6.585 -1.251
H 2.720 4.984 -0.936
H 2.307 2.589 -1.147
H -2.959 -2.388 -3.829
H -3.051 -4.588 -2.605
H -1.642 -4.872 -0.566
H -0.242 -2.951 0.202
Cl -5.142 -0.511 -0.035
C -4.316 0.774 0.726
C -5.007 1.663 1.580
C -4.365 2.705 2.182
Cl -5.237 3.764 3.208
C -2.970 2.927 1.969
C -2.201 3.961 2.512
C -0.851 3.993 2.236
C -0.282 3.032 1.412
N -0.995 2.088 0.815
C -2.319 2.026 1.120
C -2.978 0.952 0.516
O -2.186 0.206 -0.274
H -6.063 1.507 1.756
H -2.658 4.714 3.141
H -0.217 4.758 2.661
H 0.782 3.019 1.223
S 0.889 -0.186 1.019
C 2.549 0.401 0.689
C 3.382 0.701 1.759
C 4.679 1.135 1.513
C 5.141 1.270 0.211
C 4.315 0.943 -0.858
C 3.026 0.493 -0.618
As 1.692 0.014 -1.947
C 2.043 -1.878 -2.126
C 1.622 -2.511 -3.291
C 1.779 -3.881 -3.418
C 2.356 -4.613 -2.387
C 2.779 -3.974 -1.229
C 2.620 -2.601 -1.092
C 2.472 0.683 -3.581
C 1.886 1.745 -4.260
C 2.512 2.275 -5.379
C 3.714 1.737 -5.818
C 4.276 0.649 -5.159
C 3.657 0.117 -4.039
H 3.019 0.594 2.775
H 5.330 1.373 2.345
H 6.147 1.622 0.024
H 4.671 1.044 -1.874
H 1.183 -1.927 -4.092
H 1.464 -4.380 -4.326
H 2.482 -5.683 -2.491
H 3.245 -4.542 -0.434
H 2.950 -2.104 -0.190
H 0.937 2.147 -3.931
H 2.065 3.105 -5.911
H 4.208 2.158 -6.683
H 5.198 0.216 -5.523
H 4.078 -0.737 -3.526
C -0.431 -2.247 3.141
N -0.896 -2.898 4.354
C -2.109 -3.663 4.054
N -3.155 -2.781 3.528
C -2.665 -2.136 2.319
N -1.444 -1.333 2.560
C -1.772 -0.341 3.607
N -2.249 -0.960 4.833
C -1.214 -1.867 5.346
C -3.448 -1.749 4.527
H -0.180 -3.009 2.398
H 0.468 -1.674 3.376
H -2.466 -4.151 4.960
H -1.874 -4.426 3.309
H -3.450 -1.480 1.936
H -2.440 -2.899 1.571
H -2.556 0.326 3.231
H -0.874 0.246 3.823
H -1.570 -2.337 6.261
H -0.312 -1.292 5.564
H -4.223 -1.086 4.136
H -3.808 -2.221 5.440


# 4
97
Properties=species:S:1:pos:R:3 method="wB97M-V/def2-TZVPD" charge=+1 gap_ev=5.28 relative_energy_kj_mol=0.0
La -0.976 0.827 0.310
O -4.361 0.805 3.330
C -3.557 0.787 2.268
O -2.320 0.843 2.393
C -4.277 0.711 1.012
C -5.669 0.660 0.965
C -6.279 0.525 -0.273
C -5.531 0.380 -1.446
C -4.125 0.515 -1.328
N -3.519 0.638 -0.097
C -3.146 0.612 -2.453
O -3.592 0.716 -3.715
O -1.895 0.598 -2.204
H -3.798 0.968 4.147
H -6.330 0.712 1.911
H -7.360 0.557 -0.327
H -5.942 0.222 -2.430
H -4.556 0.865 -3.756
N -1.852 -3.904 -1.598
C -1.431 -2.771 -1.028
S -2.060 -2.057 0.465
N -0.377 -2.276 -1.686
N 0.128 -1.118 -1.271
C 1.309 -0.839 -1.912
C 2.010 -1.958 -2.618
C 3.299 -2.416 -2.201
C 3.917 -3.541 -2.764
C 3.290 -4.189 -3.864
C 2.059 -3.669 -4.306
C 1.423 -2.570 -3.727
C 1.870 0.463 -1.731
C 2.964 0.829 -2.563
C 3.501 2.099 -2.460
C 3.030 2.993 -1.455
C 2.021 2.486 -0.624
N 1.440 1.321 -0.808
H -2.588 -4.449 -1.198
H -1.362 -4.149 -2.483
H 3.857 -1.969 -1.415
H 4.817 -3.937 -2.318
H 3.805 -4.941 -4.453
H 1.491 -4.130 -5.088
H 0.465 -2.153 -4.063
H 3.352 0.081 -3.262
H 4.283 2.386 -3.172
H 3.443 3.982 -1.293
H 1.617 3.049 0.243
C 3.280 -4.255 1.624
C 2.093 -4.692 2.467
C 2.514 -5.723 3.547
C 0.966 -5.310 1.601
C 1.612 -3.370 3.098
C 1.564 -3.169 4.485
C 1.177 -1.971 5.076
C 0.876 -0.858 4.291
S 0.408 0.640 4.837
C 0.687 1.226 3.188
N 0.741 0.268 2.256
C 0.999 -0.966 2.867
C 1.286 -2.237 2.280
C 0.609 2.681 2.931
C 1.156 3.526 3.890
C 1.169 4.880 3.597
C 0.638 5.360 2.397
C 0.045 4.470 1.510
C 0.026 3.102 1.739
H 3.891 -5.146 1.411
H 3.912 -3.507 2.197
H 3.066 -3.793 0.669
H 2.952 -6.635 3.039
H 1.696 -6.004 4.164
H 3.287 -5.242 4.207
H 1.277 -6.380 1.365
H 0.844 -4.685 0.717
H -0.009 -5.387 2.178
H 1.766 -3.949 5.199
H 1.188 -1.884 6.170
H 1.290 -2.314 1.201
H 1.509 3.078 4.847
H 1.517 5.604 4.354
H 0.750 6.420 2.184
H -0.420 4.867 0.595
N 0.523 4.166 -3.988
C -0.716 4.835 -4.005
O -1.069 5.624 -4.886
C -1.520 4.483 -2.813
C -2.539 5.334 -2.380
C -3.166 5.127 -1.100
C -2.884 3.970 -0.433
N -1.861 3.214 -0.857
C -1.231 3.390 -2.020
H 1.113 4.409 -4.789
H 1.022 3.928 -3.092
H -2.731 6.208 -2.984
H -3.905 5.834 -0.714
H -3.337 3.642 0.518
H -0.551 2.597 -2.287


# 5
93
Properties=species:S:1:pos:R:3 method="wB97M-V/def2-TZVPD" s2=0.7692 charge=-1 gap_ev="5.03 / 7.16" spin_multiplicity=2 relative_energy_kj_mol=107.9
Pb 1.524 -0.589 0.879
C 1.447 -2.679 5.252
C 2.719 -2.374 5.714
C 3.720 -2.107 4.800
C 3.418 -2.141 3.441
N 2.203 -2.452 2.997
C 1.245 -2.708 3.884
C 4.444 -1.751 2.428
C 5.765 -2.080 2.637
C 6.709 -1.659 1.673
C 6.295 -0.922 0.608
C 4.917 -0.592 0.454
N 4.004 -1.062 1.364
C 4.438 0.213 -0.617
C 5.297 0.842 -1.564
C 4.781 1.609 -2.564
C 3.381 1.788 -2.660
C 2.600 1.176 -1.714
N 3.085 0.407 -0.727
H 0.626 -2.867 5.929
H 2.919 -2.316 6.776
H 4.707 -1.812 5.127
H 0.263 -2.927 3.475
H 6.058 -2.666 3.495
H 7.755 -1.921 1.782
H 7.013 -0.599 -0.130
H 6.368 0.732 -1.478
H 5.446 2.093 -3.270
H 2.927 2.397 -3.429
H 1.521 1.303 -1.701
O -0.294 2.493 7.714
C -0.157 2.079 6.589
S -1.463 1.570 5.529
C -0.466 1.077 4.159
C 0.880 1.233 4.273
S 2.178 0.934 3.179
S 1.425 1.870 5.815
S -1.297 0.486 2.757
C -7.125 -4.374 -2.156
C -5.918 -3.562 -1.771
C -4.704 -3.727 -2.421
C -3.580 -2.984 -2.076
C -2.306 -3.238 -2.832
C -3.659 -2.026 -1.053
Te -1.966 -0.848 -0.449
N 0.010 1.209 0.125
C -0.319 2.063 0.942
O -1.480 1.856 1.855
C 0.306 3.381 1.270
C -0.054 4.131 2.387
C 0.623 5.305 2.688
C 1.655 5.746 1.873
C 2.008 5.009 0.749
C 1.337 3.835 0.452
C -1.648 0.019 -2.355
C -0.534 -0.301 -3.135
C 0.504 -1.332 -2.773
C -0.345 0.364 -4.350
C -1.227 1.324 -4.807
C -1.000 2.035 -6.113
C -2.329 1.629 -4.015
C -2.550 1.006 -2.796
C -3.741 1.423 -1.978
C -4.882 -1.853 -0.381
C -5.109 -0.882 0.753
C -5.982 -2.626 -0.753
H -6.881 -5.090 -2.941
H -7.931 -3.736 -2.525
H -7.518 -4.931 -1.303
H -4.623 -4.462 -3.216
H -2.366 -4.181 -3.378
H -1.451 -3.277 -2.157
H -2.108 -2.440 -3.550
H -0.853 3.780 3.024
H 0.345 5.871 3.568
H 2.187 6.658 2.114
H 2.815 5.342 0.108
H 1.614 3.241 -0.408
H 0.356 -1.740 -1.776
H 1.505 -0.901 -2.827
H 0.469 -2.166 -3.479
H 0.529 0.117 -4.945
H -0.106 1.663 -6.613
H -0.877 3.109 -5.961
H -1.847 1.899 -6.790
H -3.028 2.390 -4.348
H -4.293 2.212 -2.490
H -3.431 1.790 -0.997
H -4.418 0.584 -1.806
H -4.278 -0.198 0.910
H -5.273 -1.423 1.688
H -6.005 -0.287 0.563
H -6.920 -2.480 -0.223